An isolated molecule of C4H8N2O2 in a non-equilibrium geometry, computed with ωB97M-V/def2-TZVPD.

HOMO ... -0.3383 Eh
SMILES ... O=CN(O)C[C@@H]1CN1
Relative energy (zero: lowest compared OMol25 entry of this formula, charge and spin) ... 119.71 kcal per mole
Gap between HOMO and LUMO ... 9.9431 eV
Total charge ... 0

Geometry as XYZ:
```
16
Properties=species:S:1:pos:R:3:forces:R:3:mulliken_charge:R:1
C -0.24457 -0.73847 0.81849 0.71 -1.67 -0.33 -0.924
C 1.19650 -0.31964 0.41341 -0.95 0.37 0.81 0.289
C 1.54998 1.07799 -0.00660 -2.74 2.46 -0.50 -0.585
C -2.29774 0.47194 0.23327 0.41 -0.76 -2.97 0.029
H -0.53383 -0.83421 -1.68070 3.09 1.11 -1.99 0.403
H -0.42717 -0.27315 1.80235 -0.59 -0.64 -0.49 0.299
H -0.29619 -1.86530 0.76179 0.50 0.90 1.01 0.344
H 2.03512 -0.86585 0.90237 -0.86 0.23 -0.42 0.378
H 2.54253 1.38136 0.12723 1.61 -0.23 0.02 0.319
H 0.96532 2.20402 -0.02762 0.67 -3.87 0.14 0.168
H 2.20485 -0.32274 -1.47391 -2.96 0.82 1.47 0.256
H -2.89782 0.63353 -0.71239 -0.21 0.04 1.01 0.311
N -1.29671 -0.42577 -0.14324 -0.09 2.09 2.79 0.248
N 1.23919 -0.01040 -0.98002 4.10 0.06 -2.47 -0.553
O -1.31550 -1.14413 -1.32782 -2.95 -0.61 1.95 -0.432
O -2.42397 1.03083 1.29339 0.25 -0.29 -0.05 -0.551
```
Positions in Å, forces in eV/Å.